Below is an isolated ion of composition C6H8N and charge +1 at a distorted geometry, with properties calculated with wB97M-V/def2-TZVPD.

Each line ends with the Löwdin charge.
Geometry (Å):
1 C -0.010 -0.521 0.413  -0.1945
2 C -0.331 -0.923 1.768  -0.1266
3 C -0.782 -0.300 -0.723  0.0771
4 C 1.223 -0.003 0.502  0.0099
5 C -2.219 -0.289 -0.650  -0.0137
6 C 2.030 0.708 -0.430  -0.0095
7 N -0.064 -0.860 2.881  0.2263
8 H -0.305 0.005 -1.639  0.1378
9 H 1.582 0.081 1.488  0.1284
10 H -2.386 0.548 0.130  0.1739
11 H -2.654 -1.085 -0.103  0.0974
12 H -2.860 -0.166 -1.568  0.1300
13 H 2.095 1.760 -0.120  0.1395
14 H 1.620 0.648 -1.472  0.1064
15 H 3.060 0.395 -0.476  0.1176

Calculated values
Energy relative to the best compared isomer or geometry (same formula, charge and spin) (kJ/mol): 433.1
Net charge: +1
DFT total energy (eV): -7831.200
F_max (eV Å⁻¹): 2.99
HOMO level (eV): -15.7